No. 1
14
Properties=species:S:1:pos:R:3:lowdin_charge:R:1 method="wB97M-V/def2-TZVPD" multiplicity=1 gap_ev=8.869 fmax_ev_per_a=6.278 homo_energy_ev=-8.973 smiles="C#CC(=C)C(=C)C#C" energy_ev=-8386.0414
C -0.9027 -1.4002 -2.1078 0.15
C -0.2023 -0.9678 -1.2199 -0.08
C 0.3955 -0.7795 0.1408 -0.37
C 0.9933 -1.7513 0.7238 0.04
C 0.1610 0.5750 0.5784 -0.28
C -0.2761 0.9252 1.8710 0.09
C -0.2021 1.5328 -0.5111 -0.14
C -0.1892 2.2806 -1.4527 0.09
H -1.2528 -1.5989 -3.0242 -0.01
H 1.3105 -1.5575 1.8045 0.09
H 0.7650 -2.9059 0.5085 0.14
H -0.7224 2.0350 1.8776 0.11
H 0.0134 0.3234 2.7823 0.08
H 0.1087 3.2889 -1.9711 0.09

=====

No. 2
25
Properties=species:S:1:pos:R:3:lowdin_charge:R:1 method="wB97M-V/def2-TZVPD" multiplicity=3 gap_ev="6.913 / 7.409" fmax_ev_per_a=0.990 homo_energy_ev="-8.854 / -8.822" energy_ev=-156093.0062
Mo 0.9072 2.3183 0.5008 0.71
S 1.4352 4.1986 -0.7389 0.03
As 0.9901 4.8721 1.3841 -0.34
S 2.2776 3.2441 2.2106 0.04
S -0.8542 3.5937 1.5210 0.06
S 0.9771 6.8618 1.8566 0.03
Cl -3.1626 1.2770 0.1081 0.56
C -2.4524 2.2720 -1.1490 -0.97
Cl -0.8210 1.6813 -1.5777 0.58
H -2.3298 3.2897 -0.7970 -0.01
H -3.0398 2.1945 -2.0553 0.03
Cl 0.2470 -6.0245 -1.0122 0.68
C 0.3394 -4.3490 -0.5672 -0.65
C 1.3574 -3.5608 -1.0869 -0.09
C 1.4211 -2.2254 -0.7293 0.00
C 0.4771 -1.6919 0.1420 -0.14
C -0.5346 -2.4946 0.6585 0.01
C -0.6061 -3.8288 0.3014 -0.09
C 0.5144 -0.2785 0.5366 -0.60
O -0.2420 0.2686 1.3347 -0.04
O 1.4503 0.4975 0.0107 -0.27
H 2.0842 -3.9930 -1.7596 0.11
H 2.2065 -1.5947 -1.1227 0.12
H -1.2557 -2.0613 1.3383 0.13
H -1.3865 -4.4666 0.6923 0.11

=====

No. 3
24
Properties=species:S:1:pos:R:3:lowdin_charge:R:1 method="wB97M-V/def2-TZVPD" multiplicity=1 gap_ev=6.949 charge=+2 fmax_ev_per_a=4.606 homo_energy_ev=-17.146 energy_ev=-168733.4493
C -2.0447 -1.6423 2.7583 -0.08
C -1.3601 -0.8518 1.7185 -0.64
Br -1.2051 1.0247 2.1356 0.92
C -0.8204 -1.2782 0.6046 -0.66
Br -0.6918 -3.1024 0.1268 1.03
C -0.2391 -0.3422 -0.3463 -0.42
O -0.5385 -0.4884 -1.7039 0.11
C 0.4683 -1.2594 -2.2722 -0.47
O 0.3632 -2.0167 -3.1625 0.29
O 1.6520 -0.9037 -1.5831 0.12
C 1.3073 -0.2959 -0.4040 -0.30
C 1.7291 1.2463 -0.6676 -0.38
O 2.4912 1.8303 0.1456 -0.06
N 1.3438 1.9342 -1.7340 0.28
C 0.3523 2.9375 -1.4463 -0.49
O 0.4596 3.8102 -0.6621 0.25
F -0.7030 2.6871 -2.1270 0.25
H -2.2441 -2.6421 2.4263 0.07
H -2.9927 -1.1612 2.9381 0.10
H -1.4612 -1.6141 3.6594 0.10
H -0.5562 0.6690 -0.1250 0.07
H 1.8735 -0.7449 0.4715 0.10
H 1.0804 1.3329 -2.5149 0.19
Sn 1.7362 0.8709 1.7640 1.61

=====

No. 4
18
Properties=species:S:1:pos:R:3:lowdin_charge:R:1 method="wB97M-V/def2-TZVPD" multiplicity=1 gap_ev="5.054 / 8.487" fmax_ev_per_a=5.688 homo_energy_ev="-6.461 / -8.780" energy_ev=-152568.2855
C -1.7424 -1.4643 -1.0673 -0.08
C -0.8899 -1.9760 -0.0945 -0.07
C -1.3490 -0.3436 -1.8061 -0.07
C 0.3693 -1.4175 0.2658 0.01
C -0.0421 0.1587 -1.6204 -0.07
C 0.8194 -0.3356 -0.5945 -0.27
C 2.0822 0.0359 -0.4160 -0.09
C 0.6529 1.8047 1.6517 -1.03
O 3.1397 0.5343 -0.2766 0.18
O 0.1874 1.1756 2.7723 -0.15
Br 2.1802 3.0779 2.1779 0.52
Br -0.7641 2.5970 0.5359 0.64
H -2.5330 -2.0344 -1.4507 0.09
H -1.2615 -2.7805 0.3970 0.07
H -1.8609 0.0092 -2.5829 0.06
H 0.9369 -1.8937 1.0342 0.11
H 0.1982 1.0190 -2.2680 0.12
H -0.1233 1.8332 3.3421 0.04

=====

No. 5
20
Properties=species:S:1:pos:R:3:lowdin_charge:R:1 method="wB97M-V/def2-TZVPD" multiplicity=3 gap_ev="4.923 / 6.253" fmax_ev_per_a=8.776 homo_energy_ev="-4.647 / -9.217" energy_ev=-105684.5240
C -2.3443 2.4036 -0.3038 -0.19
C -1.6729 1.5776 -1.2328 -0.20
C 2.7083 -0.5871 1.1663 -0.06
C 2.4561 -1.9288 1.3059 -0.06
C -2.5473 1.8638 0.9392 -0.44
C 1.7473 -0.1061 0.2062 -0.73
C 1.0639 -1.1717 -0.2226 -0.29
C -1.3188 0.3949 -0.7025 -0.69
N 1.5018 -2.3262 0.3844 0.07
O -0.1407 -0.6070 -2.7489 -0.32
O -1.3014 -2.1485 -1.1019 -0.34
S -1.9538 0.3153 0.9568 1.01
S -0.5305 -0.9651 -1.3731 0.64
Br 1.5271 1.5952 -0.3944 0.95
H -2.6359 3.3927 -0.4202 0.08
H -1.2222 1.8810 -2.1388 0.10
H 3.4565 0.0433 1.6181 0.11
H 2.8494 -2.7089 1.8868 0.11
H -2.8574 2.3316 1.9199 0.10
H 1.2149 -3.2496 0.2554 0.13

=====

No. 6
17
Properties=species:S:1:pos:R:3:lowdin_charge:R:1 method="wB97M-V/def2-TZVPD" multiplicity=1 gap_ev=9.216 fmax_ev_per_a=3.217 homo_energy_ev=-9.028 smiles="Cl[C@H]1C=Nc2ccccc2O1" energy_ev=-24451.6852
Cl -0.5242 3.5681 -1.2900 0.63
C -0.7870 2.6482 0.2717 -0.63
C -1.9612 1.9130 -0.0559 -0.24
N -1.9562 0.6762 -0.2447 0.14
C -0.7584 -0.0354 -0.1269 -0.23
C -0.6753 -1.3571 -0.4846 -0.02
C 0.5081 -2.1405 -0.4534 -0.10
C 1.6647 -1.5119 -0.0871 -0.10
C 1.6242 -0.1467 0.3773 0.01
C 0.4429 0.5762 0.2632 -0.20
O 0.3626 1.9142 0.6403 -0.03
H -0.9012 3.3446 1.1312 0.14
H -2.9220 2.4401 -0.2591 0.14
H -1.7299 -1.7761 -0.4615 0.14
H 0.6966 -3.2268 -0.5948 0.11
H 2.5675 -2.2346 -0.0037 0.13
H 2.5172 0.4873 0.4065 0.12

=====

Which molar mass belongs to each record? In order, 102.14 539.62 493.65 293.94 292.18 167.59 g mol⁻¹.